# 1
Here is C32H48P2Sc as an isolated structure from the OMol25 dataset. Energies are from wB97M-V/def2-TZVPD.

Geometry as ORCA input:
```
! wB97M-V def2-TZVPD RIJCOSX def2/J DEFGRID3
* xyz 1 1
Sc 0.731 -1.105 -0.947
C 1.518 -0.293 1.412
C 0.106 -0.491 1.286
C 1.176 -2.496 0.843
C 2.173 -1.492 1.061
C -0.116 -1.890 1.025
C 2.216 0.937 1.864
H 1.519 1.588 2.394
H 2.611 1.479 1.006
H 3.061 0.713 2.528
C 3.643 -1.715 0.988
H 4.162 -0.901 1.504
H 3.987 -1.729 -0.055
H 3.937 -2.668 1.454
C 1.437 -3.892 0.424
H 2.413 -4.213 0.804
H 1.458 -3.980 -0.675
H 0.655 -4.555 0.815
C -1.439 -2.563 0.890
H -1.860 -2.782 1.887
H -1.357 -3.514 0.346
H -2.157 -1.916 0.358
C -0.915 0.565 1.520
H -1.311 0.521 2.545
H -1.765 0.466 0.842
H -0.489 1.561 1.360
C -1.281 3.047 -1.771
C -1.580 3.563 -0.570
C -2.922 3.632 0.092
C -4.120 3.207 -0.793
C -4.519 1.771 -0.718
C -3.916 0.711 -1.291
C -2.504 0.701 -1.788
C -2.027 1.974 -2.547
H -3.084 4.689 0.380
H -3.955 3.591 -1.805
H -2.945 3.038 1.027
H -2.865 2.443 -3.060
H -0.259 3.223 -2.170
H -0.772 3.996 0.040
H -1.323 1.653 -3.341
H -1.773 0.515 -0.958
H -4.422 -0.269 -1.297
H -2.417 -0.169 -2.474
H -4.965 3.770 -0.372
H -5.463 1.595 -0.192
P -3.891 0.667 -4.662
P -4.334 -2.382 -4.410
C -5.109 -0.087 -5.870
C -4.929 -1.591 -6.001
H -4.971 0.412 -6.841
H -6.123 0.169 -5.518
H -5.873 -2.056 -6.316
H -4.186 -1.818 -6.773
C -4.733 -4.082 -5.022
H -4.697 -4.788 -4.188
H -3.999 -4.378 -5.776
H -5.730 -4.124 -5.475
C -5.958 -2.170 -3.516
H -6.808 -2.314 -4.197
H -6.032 -1.180 -3.051
H -6.004 -2.939 -2.735
C -2.644 1.180 -5.923
H -1.826 1.708 -5.421
H -3.125 1.842 -6.654
H -2.248 0.289 -6.425
C -4.817 2.258 -4.513
H -5.877 2.093 -4.724
H -4.436 2.996 -5.222
H -4.747 2.667 -3.504
C 2.004 0.513 -1.450
C 3.029 1.249 -1.315
C 4.201 2.006 -1.064
C 5.502 1.523 -1.374
C 6.641 2.265 -1.039
C 6.518 3.503 -0.389
C 5.243 3.990 -0.068
C 4.102 3.258 -0.404
H 5.607 0.559 -1.872
H 7.639 1.883 -1.272
H 7.410 4.078 -0.124
H 5.146 4.945 0.457
H 3.111 3.650 -0.158
*
```

- HOMO (hartree) = -0.371
- calculated total energy (eV) = -73231.45633
- HOMO-LUMO gap (eV) = 5.95
- LUMO level (eV) = -4.14
- strongest force on any atom (eV/Å) = 4.14
- energy relative to the best compared isomer or geometry (same formula, charge and spin) (eV) = 1.320

The net atomic charges from Löwdin, expressed in e, are: 1.20 -0.23 -0.27 -0.32 -0.26 -0.31 0.00 0.09 0.05 0.10 -0.01 0.09 0.09 0.09 -0.02 0.09 0.09 0.10 -0.02 0.11 0.09 0.08 -0.02 0.11 0.05 0.08 -0.09 -0.13 -0.18 -0.20 -0.09 -0.13 -0.25 -0.23 0.12 0.10 0.12 0.05 0.10 0.11 0.09 0.07 0.10 0.06 0.11 0.11 0.86 0.79 -0.44 -0.47 0.08 0.07 0.08 0.07 -0.34 0.03 0.03 0.04 -0.31 0.05 0.01 0.03 -0.28 0.02 0.04 0.04 -0.26 0.04 0.05 0.00 -0.08 -0.12 -0.27 -0.02 -0.07 -0.07 -0.07 -0.04 0.11 0.11 0.11 0.11 0.12

***

# 2
Here is a 3-piece molecular cluster, C32H49F3N2O9S2Si overall from the OMol25 dataset. Energies are from wB97M-V/def2-TZVPD.

Geometry as ORCA input:
```
! wB97M-V def2-TZVPD RIJCOSX def2/J DEFGRID3
* xyz 0 1
C -2.511 -5.959 0.586
Si -1.384 -4.462 0.803
C -0.316 -4.278 -0.760
C -2.386 -2.845 0.955
C -1.405 -1.649 1.057
C -1.477 -0.670 -0.114
F -1.838 -1.334 -1.261
F -2.487 0.233 0.101
C -0.107 0.043 -0.412
C -0.270 1.536 -0.679
C 1.069 2.329 -0.588
C 1.260 3.004 0.783
S 2.092 2.000 2.063
C 3.698 1.439 1.465
S 3.912 -0.176 1.347
N 4.802 2.265 1.149
C 5.757 2.405 2.243
C 5.292 3.373 3.367
O 4.180 4.165 3.032
C 4.237 4.678 1.714
C 4.450 3.581 0.620
O 0.494 -0.632 -1.513
C 1.776 -1.139 -1.160
C 2.356 -2.060 -2.259
N 3.811 -2.155 -2.009
C 2.090 -1.507 -3.674
C 2.996 -0.337 -4.039
O 2.575 0.788 -4.186
F 4.331 -0.541 -4.172
C -0.321 -4.531 2.374
C -0.859 -4.897 3.591
C -0.094 -4.904 4.731
C 1.226 -4.532 4.662
C 1.773 -4.185 3.452
C 1.013 -4.177 2.302
H -2.322 -6.422 -0.390
H -2.413 -6.730 1.355
H -3.548 -5.605 0.542
H 0.031 -5.262 -1.084
H -0.888 -3.766 -1.538
H 0.524 -3.631 -0.494
H -3.106 -2.760 0.142
H -2.895 -2.908 1.925
H -0.357 -1.971 1.129
H -1.570 -1.052 1.962
H 0.501 -0.057 0.497
H -0.752 1.738 -1.640
H -0.903 1.944 0.117
H 0.973 3.147 -1.316
H 1.930 1.738 -0.913
H 0.295 3.295 1.205
H 1.813 3.933 0.623
H 6.663 2.849 1.802
H 6.079 1.443 2.643
H 6.153 3.955 3.734
H 4.976 2.753 4.216
H 3.275 5.164 1.536
H 5.039 5.425 1.633
H 5.318 3.911 0.032
H 3.634 3.530 -0.101
H 2.470 -0.294 -1.081
H 1.755 -1.738 -0.239
H 1.992 -3.086 -2.180
H 4.205 -1.230 -1.855
H 3.938 -2.633 -1.120
H 1.084 -1.103 -3.766
H 2.283 -2.317 -4.385
H -1.910 -5.170 3.660
H -0.506 -5.174 5.699
H 1.879 -4.487 5.528
H 2.816 -3.881 3.419
H 1.513 -3.880 1.386
C -2.675 5.446 -0.024
C -1.624 6.530 -0.029
C -1.237 7.008 -1.407
O 0.118 7.427 -1.213
C 0.618 6.709 -0.177
O 1.766 6.669 0.125
O -0.370 6.038 0.470
H -2.301 4.540 -0.505
H -2.936 5.175 0.999
H -3.579 5.776 -0.536
H -1.937 7.362 0.607
H -1.850 7.838 -1.752
H -1.253 6.215 -2.158
C -6.801 -1.992 -4.126
C -6.853 -2.142 -2.625
C -5.950 -1.193 -1.875
O -5.651 -1.934 -0.689
C -5.758 -3.251 -0.998
O -5.389 -4.135 -0.296
O -6.337 -3.418 -2.214
H -5.809 -2.242 -4.506
H -7.503 -2.678 -4.601
H -7.053 -0.975 -4.426
H -7.886 -2.067 -2.274
H -6.440 -0.254 -1.627
H -5.015 -0.980 -2.399
*
```

- HOMO (hartree) = -0.300
- calculated total energy (eV) = -93087.24676
- SMILES = C[Si](C)(CCC(F)(F)[C@H](CCCSC(=S)N1CCOCC1)OC[C@H](N)CC(=O)F)c1ccccc1.C[C@@H]1COC(=O)O1.C[C@@H]1COC(=O)O1
- HOMO-LUMO gap (eV) = 7.80
- LUMO level (eV) = -0.35
- strongest force on any atom (eV/Å) = 2.41
- energy relative to the best compared isomer or geometry (same formula, charge and spin) (eV) = 0.878

The net atomic charges from Löwdin, expressed in e, are: -0.16 0.63 -0.15 -0.20 -0.13 -0.44 0.06 0.07 -0.24 -0.11 -0.21 -0.46 0.90 -1.04 0.69 -0.20 -0.15 -0.19 -0.16 -0.17 -0.14 -0.08 -0.20 -0.34 0.05 -0.04 -0.42 0.12 0.09 -0.25 -0.10 -0.09 -0.10 -0.09 -0.10 0.03 0.03 0.01 0.04 0.04 -0.01 0.06 0.08 0.09 0.13 0.13 0.13 0.11 0.11 0.10 0.08 0.03 0.12 0.11 0.12 0.12 0.10 0.13 0.13 0.10 0.08 0.10 0.13 0.06 0.07 0.12 0.13 0.11 0.11 0.11 0.11 0.09 -0.02 -0.33 -0.09 0.07 -0.55 0.16 0.07 0.09 0.09 0.09 0.16 0.14 0.14 -0.02 -0.33 -0.09 0.06 -0.55 0.16 0.09 0.09 0.09 0.09 0.16 0.14 0.14

***

# 3
Here is C32H49N7O8Ti as an isolated structure from the OMol25 dataset. Energies are from wB97M-V/def2-TZVPD.

Geometry as ORCA input:
```
! wB97M-V def2-TZVPD RIJCOSX def2/J DEFGRID3
* xyz 0 3
Ti 0.320 1.597 -1.149
C -3.152 -2.730 -2.548
C -1.900 -2.065 -1.970
C -0.763 -3.126 -1.881
C 0.368 -3.175 -0.814
C 0.018 -4.032 0.398
C 1.597 -3.751 -1.519
N 0.698 -1.780 -0.329
C 1.997 -1.615 0.394
C 1.876 -0.731 1.628
N 1.726 0.714 1.352
C 3.036 1.287 0.988
C 3.254 1.633 -0.474
O 4.347 1.648 -0.975
O 2.147 1.999 -1.088
C 1.157 1.498 2.506
C 0.600 0.679 3.665
C 0.240 2.617 1.986
C -1.223 2.380 1.555
C -1.751 3.725 1.054
C -2.115 1.927 2.721
N -1.238 1.374 0.440
C -2.640 1.084 0.010
C -2.823 -0.004 -1.049
N -2.144 -1.270 -0.759
C -2.804 -1.987 0.339
C -2.316 -1.539 1.735
O -3.090 -1.580 2.683
O -1.073 -1.216 1.788
H -2.923 -3.191 -3.511
H -3.947 -2.001 -2.713
H -3.533 -3.511 -1.886
H -1.564 -1.344 -2.712
H -0.261 -3.059 -2.850
H -1.209 -4.124 -1.861
H -0.249 -5.033 0.059
H -0.803 -3.621 0.981
H 0.876 -4.135 1.065
H 1.307 -4.674 -2.022
H 2.401 -3.994 -0.825
H 1.967 -3.055 -2.274
H -0.096 -1.469 0.293
H 0.754 -1.189 -1.197
H 2.732 -1.249 -0.325
H 2.331 -2.595 0.731
H 2.771 -0.909 2.240
H 1.016 -1.080 2.190
H 3.863 0.653 1.316
H 3.167 2.247 1.496
H 2.003 2.039 2.944
H -0.202 0.002 3.382
H 0.226 1.371 4.421
H 1.396 0.098 4.133
H 0.767 3.099 1.148
H 0.199 3.384 2.764
H -1.681 4.456 1.861
H -2.802 3.664 0.770
H -1.180 4.100 0.206
H -1.840 2.475 3.623
H -2.046 0.861 2.929
H -3.162 2.157 2.519
H -0.948 0.484 0.885
H -3.079 2.000 -0.391
H -3.218 0.815 0.897
H -2.481 0.358 -2.011
H -3.915 -0.145 -1.127
H -2.593 -3.056 0.256
H -3.895 -1.882 0.302
O 1.363 -0.388 -2.470
C 0.472 0.055 -3.268
O -0.453 0.872 -2.679
C 0.349 -0.208 -4.639
C 1.273 -1.084 -5.282
C 1.156 -1.374 -6.611
C 0.112 -0.800 -7.358
C -0.814 0.067 -6.753
C -0.699 0.357 -5.424
N -0.012 -1.101 -8.745
O 0.808 -1.861 -9.255
O -0.926 -0.573 -9.378
H 2.079 -1.507 -4.696
H 1.852 -2.033 -7.108
H -1.605 0.487 -7.355
H -1.413 1.018 -4.952
N -0.382 7.065 -4.091
C -0.285 5.919 -3.367
C -1.219 4.884 -3.507
C -1.079 3.747 -2.754
N -0.085 3.557 -1.870
C 0.798 4.560 -1.720
C 0.740 5.733 -2.429
H -0.996 7.093 -4.886
H 0.401 7.694 -4.118
H -2.034 4.958 -4.215
H -1.769 2.923 -2.884
H 1.605 4.386 -1.022
H 1.496 6.489 -2.271
*
```

- HOMO (alpha / beta) (hartree) = -0.197 / -0.320
- calculated total energy (eV) = -83906.48029
- HOMO-LUMO gap (alpha / beta) (eV) = 5.24 / 8.50
- LUMO level (alpha / beta) (eV) = -0.12 / -0.22
- ⟨S²⟩ = 2.033
- strongest force on any atom (eV/Å) = 0.77
- energy relative to the best compared isomer or geometry (same formula, charge and spin) (eV) = 0.757

The net atomic charges from Löwdin, expressed in e, are: 1.14 -0.04 -0.33 -0.06 -0.47 -0.01 -0.03 0.08 -0.09 -0.16 -0.09 -0.09 -0.57 0.11 -0.17 -0.31 -0.04 -0.09 -0.52 -0.03 -0.02 -0.05 -0.15 -0.17 -0.12 -0.09 -0.66 0.03 -0.12 0.09 0.08 0.08 0.11 0.12 0.12 0.10 0.07 0.09 0.10 0.08 0.09 0.11 0.09 0.14 0.11 0.13 0.09 0.14 0.13 0.13 0.05 0.09 0.09 0.11 0.13 0.10 0.08 0.06 0.10 0.07 0.09 0.08 0.12 0.11 0.10 0.13 0.12 0.13 -0.06 -0.52 -0.22 -0.16 -0.02 -0.01 -0.17 -0.01 -0.02 -0.38 0.02 0.02 0.11 0.11 0.11 0.10 0.14 -0.30 0.01 -0.11 -0.06 -0.11 0.01 0.11 0.11 0.12 0.11 0.12 0.12

***

Among the records above, which one has the highest calculated total energy? C32H48P2Sc